Molecular formula: C9H21F6NO9S2V
Method: DFT, ωB97M-V with the def2-TZVPD basis set

Each line ends with the Mulliken charge.
Element x y z (Å)
O1 0.55 0.52 1.11  -0.3729
F1 4.87 3.12 0.68  -0.2848
V1 -0.71 0.09 -0.63  1.0760
H1 -0.92 -3.73 0.17  0.2711
H2 -2.28 -4.12 1.09  0.4383
F2 1.41 1.13 4.57  -0.2365
H3 0.06 -3.68 -2.15  0.1764
F3 3.31 2.06 -0.30  -0.2015
H4 -2.47 -1.79 0.57  0.1641
N1 1.02 3.10 1.21  -0.2586
F4 3.56 4.09 -0.77  -0.2504
H5 -3.58 -2.04 -1.44  0.1457
H6 -2.65 -2.48 -2.94  0.1969
O2 -1.68 -1.29 0.83  -0.2418
C1 -3.29 1.93 1.00  -0.9755
S1 1.36 1.48 1.90  1.0551
H7 1.65 1.44 -3.06  0.1678
H8 -3.28 2.04 2.08  0.2323
H9 0.55 2.64 -3.61  0.2576
O3 0.88 -1.44 -0.86  0.0391
H10 0.56 -1.49 -2.86  0.2513
O4 3.04 3.56 2.85  -0.6304
O5 -2.29 -0.64 -2.19  -0.7836
H11 -0.12 1.12 -3.39  0.1753
H12 1.62 -1.74 -0.33  0.1316
O6 0.25 1.96 -1.65  -0.6876
H13 -1.42 -2.10 2.66  0.3103
C2 1.11 -3.39 -2.15  -1.2121
C3 -0.98 -2.22 1.67  -0.0246
C4 1.25 -1.93 -2.14  -0.2687
F5 -0.59 0.92 3.63  -0.1651
H14 -3.93 1.12 0.67  0.1588
H15 -3.65 2.87 0.57  0.2096
O7 2.22 5.31 1.40  -0.7300
C5 0.62 1.78 -2.94  -0.7389
H16 1.56 -3.83 -3.04  0.4122
S2 2.38 3.86 1.60  0.9191
H17 2.28 -1.61 -2.33  0.3217
H18 0.08 -2.00 1.77  0.1895
H19 -4.08 -1.58 -3.04  0.2843
O8 2.75 0.99 2.14  -0.5959
C6 3.62 3.24 0.22  0.7036
F6 0.30 2.95 3.96  -0.2500
H20 1.66 -3.84 -1.32  0.3611
C7 0.52 1.60 3.65  0.6040
H21 -0.70 -4.38 1.75  0.3485
C8 -1.29 -3.66 1.19  -1.3586
O9 -1.94 1.74 0.61  -0.4989
C9 -3.20 -1.70 -2.40  -0.8352

LUMO energy (spin up / spin down), eV: 4.31 / 4.30
Spin multiplicity: 4
⟨S²⟩: 3.76
Total charge: -2
Gap between HOMO and LUMO (spin up / spin down), eV: 4.547 / 4.714
E_tot, a.u.: -3426.84909